No. 1
Formula: C18H31F7O5PS
Source: the OMol25 dataset
Level of theory: wB97M-V/def2-TZVPD

## Properties
E_tot in eV: -68538.1940
Highest occupied orbital energy in eV: -12.0
Frontier orbital gap in eV: 7.09

```
! wB97M-V def2-TZVPD RIJCOSX def2/J DEFGRID3
* xyz 1 1
F 7.071 -1.184 1.549
C 1.783 -0.576 -2.281
H -7.103 8.033 0.161
H 0.152 -7.416 1.456
C 2.048 -1.585 -3.417
H 1.316 -4.660 -1.482
C 1.177 -2.536 -0.547
H -4.765 6.446 -2.026
C 6.343 -0.048 1.132
O -1.992 1.493 0.188
C 3.907 -1.025 1.787
O -4.653 6.121 -1.123
H -4.250 1.623 1.625
H 2.349 -1.150 -4.434
H -2.641 3.768 -1.033
C -4.412 8.403 -0.398
H -3.700 4.392 0.246
C 1.766 -7.336 0.019
P 1.128 0.336 0.424
H -2.732 0.972 -0.152
F 6.364 1.004 2.061
S 2.353 -0.056 2.143
C -5.183 7.103 -0.233
C -3.293 3.485 -0.202
H 2.521 -9.131 -0.932
C 1.372 -1.023 -0.850
H 0.862 -2.894 0.498
C 4.842 -0.419 0.631
H 1.888 0.548 -2.483
H 3.598 -8.461 0.312
F 4.621 -1.090 3.025
O 1.547 -0.886 3.124
H 3.458 -7.687 -1.280
H -0.269 0.472 0.793
C 2.904 -8.205 -0.493
O 0.896 -7.005 -1.064
C 0.973 -8.046 1.105
H -1.681 3.243 1.201
H -6.822 7.634 -1.547
F 3.616 -2.384 1.453
H 1.525 1.597 -0.160
F 5.032 -1.457 -0.341
H -3.832 3.116 2.492
O 2.708 1.250 2.789
C 1.904 -3.104 -3.123
C -6.664 7.297 -0.517
C -2.527 2.662 0.821
H -5.051 6.724 0.785
H -4.493 8.777 -1.423
H 0.535 -7.829 -1.419
C 1.451 -3.530 -1.699
H -3.348 8.246 -0.201
F 4.335 0.754 0.020
C -3.421 2.244 1.978
H 2.133 -3.859 -3.956
H 1.609 -8.298 1.957
H 2.168 -6.397 0.412
H 0.523 -8.967 0.721
H -4.118 2.906 -0.630
F 7.017 0.424 -0.041
H -7.204 6.353 -0.406
H -2.860 1.644 2.700
H -4.784 9.172 0.284
*
```

=====

No. 2
Formula: C18H31N2O9S
Source: the OMol25 dataset
Level of theory: wB97M-V/def2-TZVPD

## Properties
E_tot in eV: -51403.9401
Highest occupied orbital energy in eV: -12.6
Frontier orbital gap in eV: 7.76

```
! wB97M-V def2-TZVPD RIJCOSX def2/J DEFGRID3
* xyz 1 1
H 2.449 2.796 -0.981
C 0.209 -1.597 2.890
H 2.148 -5.503 1.298
H 0.258 0.013 -0.905
C -1.777 -1.692 5.800
O 5.845 -6.129 1.934
C 4.900 -5.746 1.332
O 4.681 -4.447 0.977
H -1.337 0.344 4.101
H 1.265 4.157 0.068
H -0.314 3.656 0.710
H -2.660 -1.457 5.204
C 2.198 1.735 -0.995
H 4.006 -4.547 -0.959
H 3.445 -2.301 -0.047
O -0.489 -2.271 3.813
H 0.743 1.943 2.220
O 0.436 -0.317 3.273
O -4.484 0.375 -8.619
N 0.226 0.493 0.001
C 0.759 3.712 0.930
O -3.722 0.813 -6.538
H -0.060 4.666 2.719
H -4.459 0.923 -3.953
C -3.801 1.980 -5.715
H 1.074 5.732 1.814
C -1.243 1.840 -0.993
H -1.788 -1.080 6.702
C 1.490 1.258 0.313
H 0.123 -0.259 0.703
H 2.280 -6.129 -0.361
H 2.177 0.513 0.739
C -5.147 2.539 -6.103
O 3.880 -6.540 0.904
H 3.152 1.197 -1.085
H -5.978 2.077 -5.564
C 0.872 4.710 2.141
H 0.359 -1.729 5.610
H -5.206 3.620 -5.988
H 1.656 4.331 2.812
C -0.385 -0.078 4.433
H 0.097 0.622 5.112
C 2.831 -5.677 0.461
H 1.634 1.449 -1.893
H 2.333 2.545 1.800
H -3.729 2.506 -3.624
C -3.673 1.618 -4.254
H -2.990 2.654 -6.009
C 2.799 -3.160 0.155
H 1.969 -3.151 -0.553
O 0.588 -2.063 1.849
C 1.330 2.358 1.389
H -2.723 1.116 -4.071
C 3.591 -4.441 0.049
H 2.407 -3.028 1.158
H -1.860 -2.740 6.087
C -4.483 1.051 -7.648
C -0.514 -1.462 5.009
O -5.239 2.171 -7.480
S -1.152 2.777 -2.218
N -0.997 1.255 0.047
*
```

=====

No. 3
Formula: C18H31NO
Source: the OMol25 dataset
Level of theory: wB97M-V/def2-TZVPD

## Properties
SMILES string: CC[C@@H](C)NCCCCOc1cc(C)cc(C(C)C)c1
E_tot in eV: -22706.9451
Energy relative to the best compared isomer or geometry (same formula, charge and spin) in eV: 0.049
Highest occupied orbital energy in eV: -8.3
Frontier orbital gap in eV: 9.16

```
! wB97M-V def2-TZVPD RIJCOSX def2/J DEFGRID3
* xyz 0 1
H 3.132 -3.706 0.941
H -2.178 1.719 -1.213
H 3.191 -3.770 -0.817
C 2.617 -3.399 0.032
H 6.081 -0.204 -1.155
H -3.377 -1.769 1.850
H -1.946 3.325 -0.514
C 1.278 -1.286 -0.139
C -3.211 -2.356 0.951
H -5.991 -0.311 -1.454
H -5.218 -2.146 0.207
C 2.339 0.871 -0.135
C -4.947 -0.070 -1.653
H 5.943 -0.141 1.413
H 5.190 0.992 -2.097
H 4.615 -1.610 0.116
H -2.077 0.812 1.203
H 1.634 -3.862 0.015
H -4.875 0.993 -1.872
C 1.182 0.105 -0.193
C -4.077 -0.437 -0.443
H -5.412 0.249 0.922
H 6.444 1.550 1.404
H -4.326 2.297 -0.048
H 0.159 2.446 0.603
O -0.080 0.603 -0.305
H 0.221 2.450 -1.183
C 3.583 0.260 -0.023
H -4.628 -0.621 -2.534
C -0.270 2.002 -0.307
H 2.289 1.948 -0.177
H -2.191 2.488 1.734
H -3.030 -0.230 -0.677
C 5.733 0.826 -1.169
H -4.019 -2.505 -1.040
C -4.200 -1.933 -0.127
C -2.456 1.798 0.932
C 5.586 0.883 1.344
H -4.447 2.126 1.707
C 4.830 1.109 0.034
H -2.191 -2.188 0.615
C 3.656 -1.122 0.029
N -4.412 0.313 0.757
H 0.367 -1.863 -0.187
C -1.773 2.259 -0.357
H -3.329 -3.411 1.190
C 2.508 -1.904 -0.027
H 4.936 1.077 2.194
H 4.530 2.162 -0.008
C -3.984 1.698 0.814
H 6.601 1.482 -1.152
*
```

=====

No. 4
Formula: C18H32B2ClO3
Source: the OMol25 dataset
Level of theory: wB97M-V/def2-TZVPD

## Properties
E_tot in eV: -39205.7399
Highest occupied orbital energy in eV: -3.9
Frontier orbital gap in eV: 6.29

```
! wB97M-V def2-TZVPD RIJCOSX def2/J DEFGRID3
* xyz -1 1
H -7.200 4.005 -2.695
H -3.868 0.237 0.268
H -0.088 -4.873 0.638
C 4.813 0.528 2.185
H -4.588 2.856 -4.200
C -6.240 3.990 -2.176
C -1.533 -3.600 1.608
H 2.942 2.062 -0.346
C 2.169 -0.804 -0.995
O -0.670 0.251 -0.475
H -3.521 0.103 -1.437
C -0.300 -3.907 1.087
C -5.283 2.164 -3.722
H -0.896 -0.475 2.664
C 1.625 -0.653 1.775
C 3.374 -1.772 -1.189
H 4.461 -3.360 -0.250
H -2.814 -1.098 -0.247
C 2.995 1.429 0.549
H -6.202 2.101 -4.308
H 1.650 -3.262 0.667
H 5.860 0.685 2.475
O 0.292 2.362 0.038
O -5.339 1.948 -1.358
H -2.697 -2.122 2.557
H 4.997 -1.820 0.326
H 1.220 0.120 2.451
C -0.689 -1.446 2.221
H 4.646 -0.549 2.151
H 3.011 -2.635 -1.773
H -1.987 1.291 0.785
C -3.094 -0.063 -0.448
C 4.092 -2.361 0.036
C 0.710 -2.974 1.125
H -2.320 -4.346 1.536
H 4.107 -1.308 -1.860
B 1.974 0.146 0.335
H -6.407 4.199 -1.121
H 0.403 2.647 0.951
H 2.583 2.025 1.383
C -1.910 0.917 -0.240
B 0.468 0.939 -0.025
H -2.049 1.717 -0.973
C 0.570 -1.729 1.699
Cl 5.565 0.818 -0.490
H 2.139 -0.141 -1.877
C -5.595 2.631 -2.320
H -5.586 4.760 -2.588
H 2.504 -1.067 2.292
H 4.201 0.964 2.983
H 1.254 -1.407 -1.088
H -4.824 1.178 -3.679
C 4.479 1.277 0.906
H 4.830 2.299 1.109
C -1.708 -2.353 2.164
H 3.471 -2.525 0.916
*
```

=====

No. 5
Formula: C18H32B3FN2O6
Source: the OMol25 dataset
Level of theory: wB97M-V/def2-TZVPD

## Properties
E_tot in eV: -39204.2906
Highest occupied orbital energy in eV: -8.2
Frontier orbital gap in eV: 8.64

```
! wB97M-V def2-TZVPD RIJCOSX def2/J DEFGRID3
* xyz 0 1
H 2.924 0.956 -2.636
C -1.297 -0.869 -4.940
C 0.946 -3.008 -1.197
C 3.379 -0.043 1.537
C 1.695 1.668 0.527
B -0.669 -2.099 2.034
H -1.712 -3.012 -3.395
H -1.766 -3.187 -1.671
C 2.662 1.747 -0.661
H 1.792 2.617 1.055
H -4.466 -0.119 1.154
H 3.699 1.862 -0.355
H 3.524 -0.700 0.683
C -1.286 -2.623 -2.470
C 0.230 -2.835 -2.558
H 1.835 0.995 2.577
N -3.667 -0.213 1.777
H -1.254 -0.642 -1.587
H 0.679 -2.047 -3.158
H -3.002 0.457 1.401
C 0.720 4.216 3.392
H -0.275 1.692 3.943
H 1.134 -4.047 -0.945
H -0.095 2.856 6.093
H 1.940 -2.561 -1.301
C -0.834 0.170 -5.699
C -1.693 -1.148 -2.441
O -0.466 -2.957 0.955
N -1.272 -0.440 -3.654
C -0.791 0.825 -3.577
H -1.623 -1.849 -5.221
O 0.811 4.159 4.744
H -1.108 4.197 5.520
H -0.671 1.341 -2.645
H -2.782 -1.094 -2.376
H 3.225 -0.242 -1.423
H -2.377 -2.949 2.991
H 2.400 2.651 -1.209
H 3.602 -0.623 2.431
C -0.509 1.225 -4.854
H -2.583 -1.506 0.546
C 2.574 0.593 -1.669
C -2.110 -1.952 2.639
H -0.751 0.153 -6.771
O 0.348 -0.883 0.186
C -0.761 2.667 4.027
H 4.104 0.765 1.468
H 1.561 0.239 -1.833
B 0.263 -2.265 0.000
O -0.353 3.492 2.948
C 1.963 0.554 1.584
H 0.681 1.651 0.128
C -3.097 -1.566 1.509
H -3.895 -2.290 1.385
H -0.119 2.184 -5.138
O 0.434 -1.368 2.493
F -2.104 2.501 3.973
H 0.393 -3.750 -3.126
H -2.151 -1.225 3.443
C -0.344 3.473 5.233
B 0.902 -0.599 1.445
O 1.469 4.804 2.690
*
```

=====

No. 6
Formula: C18H32BClNO14S
Source: the OMol25 dataset
Level of theory: wB97M-V/def2-TZVPD

## Properties
E_tot in eV: -73369.5906
Highest occupied orbital energy in eV: -4.3
Frontier orbital gap in eV: 5.76

```
! wB97M-V def2-TZVPD RIJCOSX def2/J DEFGRID3
* xyz -1 1
H -1.981 -1.470 -3.938
O 0.492 5.591 -6.113
H 0.888 -3.787 1.461
C 5.617 -6.905 -0.590
H -2.723 3.001 2.351
C -2.791 3.948 4.844
H -4.717 3.582 4.115
H 0.472 1.485 0.632
H 3.586 -2.528 0.781
O 2.025 -1.248 1.140
C -0.498 3.660 0.769
H -3.101 -1.576 -1.827
Cl -2.071 1.164 -0.782
C -2.541 -2.391 -3.752
H -4.364 2.071 2.416
H 5.841 -7.758 -1.236
C 4.328 -5.083 -0.677
C -3.474 -2.265 -2.592
C -2.344 -4.185 -2.436
O 3.937 -3.964 -0.966
O 5.296 -5.762 -1.359
H -2.407 4.561 3.898
C -0.111 5.163 -4.907
H 6.496 -6.683 0.024
H -1.017 4.189 1.684
C -0.196 1.930 2.862
C -3.370 2.305 3.034
H 1.474 2.800 1.537
O 2.240 4.777 -7.342
B -2.693 0.851 3.397
C 4.388 -7.122 0.232
S -1.776 3.214 -0.526
H 2.515 -4.309 1.963
C 1.584 4.798 -6.314
H -1.884 3.246 5.162
C 0.365 2.398 1.360
H -4.476 -1.949 -2.896
O -1.221 3.750 -1.902
O 3.855 -5.819 0.371
H -2.718 0.658 4.566
H -0.674 -0.210 3.503
H -1.149 0.155 1.716
C 1.884 -3.441 1.756
H -3.055 -2.687 -4.672
H 0.674 3.681 -3.542
O -1.959 -5.261 -2.010
O -1.671 -3.435 -3.358
C 1.014 4.506 -4.174
H -3.380 0.001 2.916
O 1.762 -2.623 2.904
O -3.164 3.907 -0.238
O -3.502 -3.573 -2.054
C -1.177 0.618 2.806
H 0.267 4.426 0.320
H 4.613 -7.556 1.211
H -0.920 4.464 -5.144
C 2.492 -2.525 0.744
C 1.724 -1.330 2.469
H -3.142 4.628 5.730
N -3.868 3.006 4.314
H 0.784 1.663 3.481
H 3.651 -7.753 -0.276
H -0.526 6.013 -4.357
H 1.583 5.213 -3.562
H 2.170 -2.757 -0.274
O 1.846 4.031 -5.216
H -0.659 2.872 3.391
O 1.455 -0.373 3.175
*
```

=====

No. 7
Formula: C18H32BIrN2O4P
Source: the OMol25 dataset
Level of theory: wB97M-V/def2-TZVPD

## Properties
E_tot in eV: -43140.7550
⟨S²⟩: 8.7884
Highest occupied orbital energy (alpha / beta) in eV: -11.6 / -15.5
Frontier orbital gap (alpha / beta) in eV: 4.43 / 4.22

```
! wB97M-V def2-TZVPD RIJCOSX def2/J DEFGRID3
* xyz 2 6
H 0.754 -3.142 -2.610
H 2.790 -2.666 0.077
C -0.441 -0.270 1.796
C 0.613 -0.878 -4.160
H 2.023 2.290 -1.197
H 4.638 2.623 2.298
H 4.957 2.034 3.945
H 1.174 3.838 -0.866
H 1.787 -3.196 1.462
H -0.305 2.665 1.673
C 1.848 -3.144 0.367
O 2.314 1.337 2.019
C 0.558 -1.015 -2.743
N 0.084 2.134 -0.339
B 2.082 0.195 1.223
C 4.169 2.247 3.213
H -1.691 2.198 -1.539
H -0.391 3.315 -2.047
H -2.504 -0.480 -1.354
C 0.369 0.341 -4.763
H 3.543 3.042 3.635
Ir 0.371 0.010 0.144
O 3.108 -0.739 1.398
H 2.018 -0.253 4.212
C 1.393 2.829 -0.479
C 0.636 -2.216 -2.048
H 1.893 2.894 0.490
C 3.335 1.009 2.976
H 6.095 0.536 2.229
H 5.128 0.908 0.772
H 5.742 -0.742 1.061
H 5.163 -0.983 4.030
H -0.293 2.404 -4.369
H -1.121 -3.312 1.183
C 2.637 0.652 4.286
C 5.329 0.154 1.544
H 1.790 -4.153 -0.063
C -0.759 2.797 0.687
H -2.712 -0.784 0.140
H -0.690 -4.286 -0.258
C -0.948 -3.278 0.098
C -0.602 2.303 -1.668
H -1.858 -2.946 -0.419
H -1.753 2.332 0.658
O -2.441 -0.074 -0.470
H 4.950 -2.153 2.738
N 0.339 0.128 -2.000
C 4.448 -1.341 3.279
C 4.075 -0.220 2.324
C -0.069 1.254 -2.591
H 3.589 -1.763 3.816
P 0.455 -2.170 -0.275
H -0.850 3.866 0.442
H 0.441 0.451 -5.845
C -0.018 1.426 -3.973
H 0.800 -1.784 -4.736
H 1.993 1.482 4.606
H 3.371 0.496 5.083
O -0.902 -0.479 2.845
*
```

=====

No. 8
Formula: C18H32BN3O10P2
Source: the OMol25 dataset
Level of theory: wB97M-V/def2-TZVPD

## Properties
SMILES string: [H]/N=C(\C)Cc1ccc(B(O)OC)c2nccnc12.COP(=O)(OC)OC.COP(=O)(OC)OC
E_tot in eV: -63375.2871
Highest occupied orbital energy in eV: -8.5
Frontier orbital gap in eV: 5.81

```
! wB97M-V def2-TZVPD RIJCOSX def2/J DEFGRID3
* xyz 0 1
C -1.486 -0.810 -0.442
H 1.705 -5.023 8.711
H -0.852 -5.873 6.422
O 0.827 -4.687 6.447
H 4.714 -1.144 -2.333
O -0.327 6.778 -5.991
H 1.656 -5.004 -0.371
P -1.478 6.527 -5.030
P 1.366 -3.050 6.452
C 3.592 -0.989 -2.130
C -1.673 3.910 -4.765
H 2.714 -3.459 2.637
N 2.977 -1.717 -1.072
C 0.863 -0.365 -1.836
N 1.446 0.374 -2.923
H 2.979 -5.306 7.474
O -1.155 7.233 -3.577
C -3.572 8.145 -4.936
H -2.589 -0.519 -0.344
H -4.213 7.304 -5.216
H -1.904 -1.934 -4.922
O 2.751 -3.024 1.732
O 2.366 -3.332 7.728
H -0.245 7.318 -1.750
C -0.749 -1.860 0.459
O 2.125 -3.244 5.149
O 0.692 -4.532 1.445
N -1.976 0.766 -5.044
B 1.436 -3.303 1.166
H 0.600 6.313 -2.939
C 1.582 -1.399 -0.938
C -1.444 0.945 -2.516
H -1.301 -2.438 1.275
H -2.460 1.264 -2.091
H -0.204 -4.793 -0.531
C -1.449 -1.460 -3.985
O 1.813 -1.395 6.544
C 0.636 -5.217 0.139
O -0.808 5.022 -4.526
H -3.512 8.218 -3.848
H 0.461 -6.339 0.245
C -0.384 6.604 -2.567
H -2.017 0.009 -5.763
H -0.307 -1.645 -4.004
C 2.611 -4.629 8.247
H 3.419 0.521 -3.880
H -1.176 3.000 -4.433
H -1.893 3.829 -5.832
C -1.662 0.146 -3.920
H 1.485 -1.079 8.573
C -0.674 -0.107 -1.548
H -4.006 9.067 -5.326
C 0.768 -2.157 0.193
C -0.594 -4.813 6.438
O -2.274 7.976 -5.499
H -0.921 5.741 -2.170
H 3.377 -4.546 9.024
H -1.007 -4.332 5.547
C 1.189 -0.672 7.604
H 1.505 0.371 7.549
H -1.885 -2.012 -3.085
C 2.820 0.013 -3.035
H -1.016 -4.355 7.336
H -0.763 1.857 -2.714
H -2.603 4.036 -4.204
H 0.101 -0.720 7.499
*
```